Here is a molecular structure, C9H23EuN5O6 from the OMol25 dataset. Energies are from ωB97M-V with the def2-TZVPD basis set.

```
! wB97M-V def2-TZVPD RIJCOSX def2/J DEFGRID3
* xyz 0 8
O 1.40 -1.31 -2.05
H 1.95 -2.09 -2.21
Eu 0.06 -0.25 -0.48
N 1.43 1.83 -1.61
N 2.07 0.51 0.56
N -2.32 -0.03 -0.22
N -0.95 -0.13 1.90
O 0.53 1.37 -2.38
O -3.00 0.24 -1.44
O -0.14 0.06 3.01
O 2.31 0.05 1.75
C 3.07 0.66 -0.35
C 2.61 1.11 -1.63
C -3.05 0.01 0.90
C -2.27 -0.06 2.12
C 3.30 0.79 -2.92
H 2.91 -0.16 -3.33
H 4.38 0.67 -2.79
H 3.07 1.58 -3.64
C 4.44 0.16 -0.08
H 4.41 -0.88 0.31
H 4.85 0.81 0.70
H 5.08 0.22 -0.98
C -4.53 0.15 0.97
C -2.94 0.01 3.45
H -4.97 -0.07 -0.01
H -4.80 1.18 1.23
H -4.89 -0.56 1.73
H -2.25 0.22 4.27
H -3.44 -0.95 3.67
H -3.73 0.76 3.41
H -2.43 -0.25 -2.13
H 0.82 -0.04 2.68
C 0.14 -2.60 0.36
H 0.55 -3.24 -0.45
H -0.85 -2.90 0.74
H 0.85 -2.62 1.19
O -0.98 -1.28 -2.70
H 0.11 -1.41 -2.63
H -1.33 -2.16 -2.95
N -0.37 2.42 0.43
H 0.33 2.91 -0.14
H -0.12 2.42 1.42
H -1.30 2.85 0.33
*
```

- gap between HOMO and LUMO (spin up / spin down) (eV) = 6.340 / 5.604
- largest force on an atom (eV Å⁻¹) = 3.67



Here is 2 unconnected molecules or ions with the total composition C9H23FN2P from the OMol25 dataset. Energies are from ωB97M-V with the def2-TZVPD basis set.

```
! wB97M-V def2-TZVPD RIJCOSX def2/J DEFGRID3
* xyz 1 1
C 4.74 0.94 -1.04
C -1.54 -2.13 1.91
C 3.62 0.83 -0.05
C 2.32 0.87 -0.73
C 1.19 0.57 0.15
C -0.24 0.89 -0.46
C -3.13 -1.63 -0.14
C -1.83 -1.34 0.61
C -1.42 1.13 0.41
N -2.00 0.11 1.05
N -3.01 -1.18 -1.54
F -2.99 1.18 -0.96
P -2.16 2.78 0.64
H 4.48 1.52 -1.95
H 5.04 0.00 -1.43
H 5.71 1.35 -0.54
H -0.61 -1.71 2.36
H -2.37 -1.85 2.68
H -1.53 -3.26 1.96
H 3.69 1.62 0.69
H 3.69 -0.08 0.56
H 2.19 1.81 -1.24
H 2.27 0.21 -1.63
H 1.10 -0.53 0.37
H 1.25 0.92 1.20
H -0.32 1.88 -1.19
H -0.43 -0.04 -1.10
H -3.90 -1.02 0.29
H -3.39 -2.68 0.10
H -0.92 -1.39 0.04
H -2.87 0.33 1.42
H -2.85 -0.08 -1.45
H -3.84 -1.28 -2.05
H -2.16 -1.55 -2.01
H -1.27 2.85 1.76
H -3.37 2.40 1.28
*
```

- gap between HOMO and LUMO (eV) = 9.934
- largest force on an atom (eV Å⁻¹) = 4.04



Here is 2 unconnected molecules or ions with the total composition C9H23N3P from the OMol25 dataset. Energies are from ωB97M-V with the def2-TZVPD basis set.

```
! wB97M-V def2-TZVPD RIJCOSX def2/J DEFGRID3
* xyz 1 1
C -2.23 -1.51 2.91
C -0.86 -1.57 3.50
C -1.35 1.99 0.39
C 0.64 0.88 1.43
C 1.65 -1.81 -0.56
C 2.59 0.07 -1.46
C 0.08 2.05 -2.57
C -0.90 0.00 -3.53
C 0.18 -2.22 3.00
N -0.17 1.11 0.24
N 1.54 -0.56 -0.75
N -0.38 0.68 -2.35
P -0.40 -0.08 -0.87
H -3.02 -0.82 3.33
H -2.65 -2.49 3.06
H -0.81 -1.24 4.52
H -2.27 1.57 -0.06
H -1.66 1.99 1.50
H -1.09 3.04 0.20
H 0.72 1.83 2.03
H 0.35 0.14 2.10
H 1.66 0.61 1.05
H 2.58 -2.36 -0.72
H 0.86 -2.32 0.15
H -2.10 -1.48 1.81
H 2.23 0.50 -2.32
H 2.88 0.83 -0.79
H 3.43 -0.48 -1.64
H -0.80 2.80 -2.47
H 0.71 2.40 -1.81
H 0.50 2.22 -3.48
H -1.84 0.19 -3.79
H -0.19 0.09 -4.39
H -0.99 -1.04 -3.29
H 0.13 -2.60 2.00
H 1.00 -2.40 3.63
*
```

- gap between HOMO and LUMO (eV) = 8.358
- largest force on an atom (eV Å⁻¹) = 4.76



Here is a molecular structure, C9H23N6O10V from the OMol25 dataset. Energies are from ωB97M-V with the def2-TZVPD basis set.

```
! wB97M-V def2-TZVPD RIJCOSX def2/J DEFGRID3
* xyz 0 3
V -0.32 -1.03 0.49
C -1.69 -2.19 2.10
O -1.09 -2.97 1.23
O -2.35 -1.30 1.38
O -0.71 -1.46 2.53
N -1.44 -2.48 -2.38
O -1.16 -1.73 -1.40
O -2.36 -2.17 -3.15
O -0.74 -3.49 -2.59
C -4.14 3.76 0.36
O -3.41 2.59 0.10
C -2.52 2.68 -0.98
C -1.73 1.39 -1.04
N -1.19 0.94 0.26
C -0.36 1.97 0.91
C 0.33 1.41 2.12
O 1.10 0.32 1.63
C 2.15 0.04 2.55
H -4.98 3.58 1.04
H -4.61 4.24 -0.50
H -3.47 4.47 0.85
H -1.87 3.54 -0.78
H -3.02 2.85 -1.93
H -0.87 1.47 -1.72
H -2.42 0.62 -1.39
H -2.07 1.03 0.78
H -0.99 2.81 1.24
H 0.32 2.43 0.20
H -0.37 1.18 2.93
H 0.89 2.26 2.53
H 2.77 -0.77 2.19
H 1.79 -0.20 3.55
H 2.74 0.95 2.75
C 2.01 0.25 -1.62
O 1.00 -0.10 -1.00
N 1.90 0.88 -2.82
N 3.26 0.09 -1.19
H 1.03 0.89 -3.32
H 2.71 0.98 -3.41
H 4.05 0.26 -1.79
H 3.46 -0.56 -0.44
C 2.16 -3.19 0.14
O 1.60 -2.16 0.55
N 2.61 -4.16 0.95
N 2.19 -3.49 -1.17
H 2.73 -5.11 0.66
H 2.58 -4.00 1.95
H 2.64 -4.35 -1.41
H 1.83 -2.95 -1.94
*
```

- gap between HOMO and LUMO (spin up / spin down) (eV) = 6.972 / 6.995
- largest force on an atom (eV Å⁻¹) = 12.11



Here is 6 unconnected molecules or ions with the total composition C9H24F12N4O6P2 from the OMol25 dataset. Energies are from ωB97M-V with the def2-TZVPD basis set.

```
! wB97M-V def2-TZVPD RIJCOSX def2/J DEFGRID3
* xyz -2 1
N 0.89 2.17 1.38
H 0.39 3.04 1.65
H 0.15 1.46 1.32
H 1.64 1.85 2.01
H 1.32 2.34 0.47
N -0.79 5.13 2.27
O -0.23 5.10 1.14
O -1.86 5.77 2.43
O -0.25 4.52 3.24
N -2.46 2.06 1.12
O -3.24 2.42 2.01
O -1.70 1.06 1.29
O -2.40 2.71 0.06
C -2.76 0.06 -4.31
C -2.67 -0.09 -2.79
C -1.66 -1.17 -2.42
C -1.56 -1.34 -0.90
N -0.21 -1.86 -0.44
C 0.19 -3.22 -0.96
C 0.03 -4.20 0.22
C -0.83 -3.46 1.21
C -0.31 -2.05 1.07
C 0.83 -0.79 -0.65
H -3.00 -0.89 -4.79
H -1.81 0.43 -4.69
H -3.47 0.84 -4.59
H -3.64 -0.36 -2.36
H -2.45 0.87 -2.32
H -0.74 -1.09 -3.00
H -2.13 -2.11 -2.76
H -2.26 -2.09 -0.56
H -1.65 -0.38 -0.38
H 1.25 -3.18 -1.19
H -0.45 -3.54 -1.77
H 1.02 -4.45 0.61
H -0.44 -5.13 -0.08
H -0.84 -3.86 2.22
H -1.88 -3.48 0.92
H 0.66 -1.93 1.55
H -0.89 -1.25 1.53
H 0.81 -0.52 -1.70
H 1.80 -1.13 -0.31
H 0.49 0.04 -0.05
P 3.01 2.01 -1.87
F 3.05 2.79 -3.30
F 1.42 2.35 -1.80
F 2.71 0.61 -2.64
F 2.90 1.23 -0.44
F 4.59 1.65 -1.92
F 3.37 3.39 -1.11
P 2.29 -0.30 3.80
F 2.61 -0.56 2.21
F 2.47 1.28 3.57
F 0.72 -0.12 3.40
F 2.06 -0.19 5.38
F 2.04 -1.92 3.94
F 3.88 -0.50 4.09
*
```

- gap between HOMO and LUMO (eV) = 6.033
- largest force on an atom (eV Å⁻¹) = 1.94



Here is 2 unconnected molecules or ions with the total composition C9H24FN2O from the OMol25 dataset. Energies are from ωB97M-V with the def2-TZVPD basis set.

```
! wB97M-V def2-TZVPD RIJCOSX def2/J DEFGRID3
* xyz 1 1
O -1.68 -0.71 -0.04
C -2.45 0.35 -0.60
C -3.71 0.63 0.23
C -4.87 1.20 -0.59
N -5.93 0.18 -0.81
F -5.47 -0.87 -1.55
H -2.22 -1.51 -0.08
H -1.81 1.22 -0.56
H -2.68 0.13 -1.64
H -3.47 1.35 1.00
H -4.03 -0.30 0.70
H -5.38 1.98 -0.03
H -4.57 1.61 -1.55
H -6.22 -0.20 0.10
H -6.76 0.57 -1.28
C 1.06 1.42 0.91
C 2.49 1.06 0.57
N 2.89 -0.23 1.10
C 4.33 -0.46 1.04
C 4.98 -0.56 -0.35
C 2.05 -1.35 0.72
C 1.86 -1.64 -0.78
H 0.89 1.38 1.98
H 0.84 2.43 0.56
H 0.35 0.74 0.43
H 3.15 1.81 1.02
H 2.63 1.14 -0.52
H 4.54 -1.37 1.60
H 4.81 0.35 1.59
H 4.77 -1.51 -0.84
H 6.07 -0.50 -0.24
H 4.67 0.25 -1.01
H 1.06 -1.19 1.16
H 2.43 -2.24 1.21
H 1.68 -0.73 -1.35
H 0.99 -2.28 -0.92
H 2.71 -2.15 -1.21
*
```

- gap between HOMO and LUMO (eV) = 5.623
- largest force on an atom (eV Å⁻¹) = 0.76



> Number 2 is which compound?

C9H23FN2P



> What is the formula in the second record?

C9H23FN2P